#a
An isolated ion of composition C2H2BrO2S and charge -1. Source: the Open Molecules 2025 dataset; level of theory: ωB97M-V/def2-TZVPD.

Its charge is -1. The calculation puts the molecular weight at 170.01 g mol⁻¹. The calculation puts the LUMO energy at 3.267 eV.

Each atom is followed by the atoms it is bonded to, with distances in Å.
Atoms and positions in Å:
1 O -0.029 -1.619 1.557  C2 1.210
2 C -0.409 -1.676 0.409  O1 1.210, O3 1.241, C4 1.668
3 O -0.372 -2.512 -0.507  C2 1.241
4 C -0.945 -0.214 -0.191  C2 1.668, S5 2.170, Br6 1.847, H7 1.004
5 S 0.406 1.416 0.285  C4 2.170, H8 1.298
6 Br -2.672 0.357 0.134  C4 1.847
7 H -0.725 -0.214 -1.171  C4 1.004
8 H 1.050 0.420 0.814  S5 1.298

Computed Löwdin charges, given in elementary charges: -0.0453, -0.8147, -0.0538, -0.8452, 0.4528, 0.6127, -0.0527, -0.2538



#b
A 2-piece molecular cluster, C2H2BrO2S overall. Source: the Open Molecules 2025 dataset; level of theory: ωB97M-V/def2-TZVPD.

Its charge is -1. The calculation puts the molecular weight at 170.01 g mol⁻¹. The calculation puts the LUMO energy at 2.199 eV.

Each atom is followed by the atoms it is bonded to, with distances in Å.
Atoms and positions in Å:
1 C 0.982 1.382 0.005  C2 1.395, O3 1.189, O4 1.369
2 C 1.118 -0.004 -0.077  C1 1.395, O4 1.441, Br6 1.997, H7 1.137
3 O 1.158 2.440 0.520  C1 1.189
4 O 0.854 0.814 -1.233  C1 1.369, C2 1.441
5 S -3.765 -0.763 0.458  H8 1.304
6 Br 2.679 -1.250 -0.100  C2 1.997
7 H 0.255 -0.675 0.238  C2 1.137
8 H -3.281 -1.944 0.189  S5 1.304

Computed Löwdin charges, given in elementary charges: -0.4617, -0.5499, 0.1615, 0.0879, -0.4033, 0.6107, 0.1160, -0.5612



How far above the most stable structure does each one sit? In kcal/mol: #a 0.0; #b 39.9.